[1]
99
Properties=species:S:1:pos:R:3:forces:R:3:lowdin_charge:R:1 method="wB97M-V/def2-TZVPD" e_tot_ha=-6239.70055 homo_energy_ha=-0.2026 total_charge=-1 e_lumo_ev=1.9 homo_lumo_gap_ha=0.2741
C 0.06708 -3.50333 1.67561 0.33 -1.35 -0.47 -0.1479
S -0.03228 -1.62507 1.32515 2.60 1.01 4.38 0.7986
O 1.44151 -1.22434 0.97357 -4.68 -1.18 0.34 -0.4208
O -0.55530 -1.00363 2.64460 1.42 -1.68 -4.10 -0.4108
C -1.22320 -1.36398 -0.14738 -2.48 0.48 -2.50 -0.4573
O -0.86293 -2.58928 -0.93874 -0.06 1.33 1.24 -0.0933
O -2.67256 -1.20302 0.21372 5.76 -0.90 0.75 -0.3142
P -3.65938 -0.64444 -1.15864 -0.78 -2.65 -1.27 0.5391
C -4.22261 1.02682 -0.32874 -0.33 0.93 0.96 -0.2150
C -4.71292 2.17841 -1.36347 -7.79 0.52 2.05 -0.6250
O -6.03730 2.49809 -1.31890 8.52 -1.65 -0.64 -0.1609
Br -3.62704 3.20886 -2.68494 -0.69 -0.97 1.08 0.6159
C -4.52099 -0.44894 -2.81605 -3.68 -0.29 -2.26 -0.2561
C -6.29332 -0.45387 -2.69207 -0.46 -2.24 2.37 -0.1572
C -6.97271 -1.91113 -2.03875 -0.84 4.47 2.89 -0.0387
O -6.89679 -0.46583 -1.25012 0.82 -0.35 -5.19 -0.2951
O -2.25206 0.18554 -1.86111 3.88 -0.22 2.26 -0.3297
C -0.98410 0.00823 -1.07455 0.42 -1.12 -0.61 -0.4626
C 0.42010 -0.00219 -1.98294 0.39 -0.40 0.00 -0.1373
C 0.32398 0.91782 -3.33884 -0.50 -0.17 -0.32 -0.0632
C 1.75626 1.59576 -3.80664 -0.40 1.40 0.52 -0.1996
F 2.52478 0.72935 -4.77653 -2.19 3.06 2.99 -0.0298
F 2.65816 1.94308 -2.67336 -2.53 -1.22 -3.92 -0.0044
F 1.38551 2.91239 -4.44316 1.88 -4.15 1.47 -0.0244
P -0.54140 1.33994 0.23956 -1.79 1.68 0.35 0.4036
S -0.88559 3.17416 -0.30813 0.28 0.17 -0.37 0.1070
H 0.81293 -3.67928 2.59110 -1.87 0.93 -1.92 0.1059
H 0.53681 -4.07780 0.75443 -1.03 1.44 1.84 0.0809
H -1.00134 -3.94408 1.86154 2.06 1.12 -0.24 0.0954
H 0.13153 -2.68968 -0.98824 -1.49 0.62 0.11 0.0879
H -4.66546 -1.48731 -0.48042 0.07 1.31 -0.35 0.0347
H -3.25550 -1.95009 -1.70520 0.46 0.67 -0.07 0.0196
H -5.14145 0.70936 0.36476 1.70 1.13 -1.90 0.1112
H -3.41920 1.46588 0.40002 -1.34 -0.62 -1.69 0.0534
H -4.37295 -1.43922 -3.46454 -0.06 2.24 1.49 0.0937
H -4.23122 0.45292 -3.49121 -0.55 -1.45 1.33 0.0483
H -6.93269 0.10938 -3.61860 1.56 -1.71 2.99 0.1583
H -6.54955 -2.38724 -1.06604 0.11 -0.22 -2.77 0.0865
H -8.12873 -2.08784 -2.10279 2.32 0.24 -0.55 0.0802
H 1.26282 0.36109 -1.22299 -1.64 -0.69 -2.00 0.0956
H 0.73482 -1.07855 -2.32911 -0.83 1.97 0.81 0.1241
H -0.03875 0.27236 -4.27057 0.94 1.30 2.10 0.1475
H -0.53507 1.72934 -3.18138 2.36 -1.38 -0.32 0.1213
H 0.81803 1.28887 0.71100 -0.82 -0.89 -0.28 -0.0117
H -1.43135 1.09061 1.36883 1.03 -0.43 -0.70 0.0039
C 2.37575 1.53711 3.82249 0.07 0.27 0.01 -0.0783
C 2.93168 0.15188 4.08040 -0.56 -0.13 -0.16 -0.3332
O 1.87071 -0.75662 4.33620 0.25 -0.12 0.05 -0.0966
H 1.79524 1.88506 4.68315 0.14 -0.08 -0.07 0.0814
H 3.18148 2.25059 3.62793 -0.09 0.03 -0.04 0.0735
H 1.69722 1.52842 2.96324 0.15 -0.02 0.03 0.0568
H 3.59166 0.16056 4.95283 -0.12 -0.11 0.04 0.0962
H 3.50266 -0.20840 3.21924 0.19 0.13 -0.11 0.1019
H 1.29507 -0.76321 3.55223 -0.05 0.01 0.32 0.0203
C 7.03247 -0.42930 5.70944 0.11 0.10 0.23 -0.0889
C 7.33729 -1.03043 4.35292 -0.39 0.10 0.12 -0.3225
O 6.38443 -2.03670 4.04317 -0.29 -0.04 -0.13 -0.0961
H 7.05024 -1.20166 6.48529 0.08 0.08 -0.14 0.0797
H 7.76089 0.34535 5.96521 -0.10 -0.01 0.03 0.0741
H 6.03017 0.01122 5.72157 0.13 0.06 -0.05 0.0615
H 8.33062 -1.48876 4.35176 -0.18 -0.10 -0.08 0.1011
H 7.30868 -0.26663 3.56984 0.19 0.12 0.04 0.1112
H 5.50669 -1.61770 4.03849 0.37 -0.24 -0.01 0.0776
C 8.30014 -4.30054 2.69482 -0.13 -0.12 0.03 -0.0992
C 9.74771 -3.88738 2.52674 -0.40 0.06 -0.11 -0.3318
O 9.99928 -3.54161 1.17263 0.09 0.31 -0.32 -0.0910
H 8.06611 -5.15357 2.04956 0.15 0.04 0.11 0.0773
H 8.09090 -4.57465 3.73270 -0.11 0.09 -0.09 0.0777
H 7.62856 -3.48662 2.40273 0.07 -0.07 0.23 0.0612
H 10.41485 -4.71068 2.79858 0.04 0.16 -0.20 0.1106
H 9.98612 -3.02676 3.15912 0.02 -0.08 0.21 0.0956
H 9.40779 -2.80422 0.94368 0.30 -0.43 0.11 0.0881
C -5.49986 2.78696 3.29482 -0.16 -0.20 0.11 -0.0915
C -4.05229 3.20012 3.12674 -0.30 0.18 -0.25 -0.3215
O -3.80072 3.54589 1.77263 -0.02 0.28 -0.06 -0.1202
H -5.73389 1.93393 2.64956 0.10 0.09 0.11 0.0710
H -5.70910 2.51285 4.33270 -0.06 0.02 -0.05 0.0698
H -6.17144 3.60088 3.00273 0.05 -0.01 0.10 0.0726
H -3.38515 2.37682 3.39858 0.02 0.13 -0.19 0.1123
H -3.81388 4.06074 3.75912 0.03 -0.08 0.23 0.1036
H -4.39221 4.28328 1.54368 0.33 -0.43 0.02 0.0946
C -10.00693 2.45522 -1.94719 -0.05 -0.04 0.22 -0.0921
C -8.89751 2.52385 -2.97621 -0.10 0.03 0.22 -0.3252
O -9.21036 1.69098 -4.08298 -0.31 -0.15 -0.57 -0.1049
H -10.14859 1.42578 -1.60226 0.16 0.13 -0.01 0.0766
H -9.77892 3.08853 -1.08520 -0.06 -0.06 -0.05 0.0740
H -10.95843 2.77941 -2.38119 0.01 0.12 0.02 0.0638
H -7.95339 2.17830 -2.54490 -0.18 0.02 -0.19 0.0755
H -8.75842 3.54802 -3.33559 0.10 0.10 0.16 0.1096
H -10.04598 2.01138 -4.46391 0.48 -0.22 0.20 0.0798
C 6.00276 0.36945 -4.71883 0.05 0.13 0.20 -0.0937
C 6.30758 -0.23168 -6.07535 -0.32 0.13 0.19 -0.3317
O 5.35472 -1.23796 -6.38511 -0.32 -0.13 -0.21 -0.0917
H 6.02054 -0.40291 -3.94298 0.08 0.08 -0.13 0.0803
H 6.73118 1.14410 -4.46307 -0.08 -0.02 0.03 0.0732
H 5.00047 0.80997 -4.70671 0.17 0.04 -0.03 0.0535
H 7.30092 -0.69002 -6.07651 -0.21 -0.10 -0.10 0.1096
H 6.27897 0.53212 -6.85844 0.19 0.12 0.04 0.1055
H 4.47698 -0.81895 -6.38979 0.45 -0.23 0.05 0.0815



[2]
4
Properties=species:S:1:pos:R:3:forces:R:3:lowdin_charge:R:1 method="wB97M-V/def2-TZVPD" e_tot_ha=-3015.69195 homo_energy_ha="-0.3786 / -0.3783" de_lowest_ev=4.625 total_charge=0 e_lumo_ev="-3.6 / -3.6" homo_lumo_gap_ha="0.2470 / 0.2467"
F -0.37681 -2.16272 -0.95634 -0.22 2.25 1.14 -0.5908
P -0.66215 0.33662 0.47992 2.09 -0.44 -2.16 0.5299
Br 1.47459 0.43847 1.14248 -1.52 -0.11 -0.45 0.1648
H -0.43564 1.38763 -0.66606 -0.35 -1.70 1.46 -0.1040



[3]
29
Properties=species:S:1:pos:R:3:forces:R:3:lowdin_charge:R:1 method="wB97M-V/def2-TZVPD" e_tot_ha=-633.09045 homo_energy_ha=-0.5209 de_lowest_ev=0.185 total_charge=+1 smiles="CC[C@@H](C)N1NC(N)=[N+]=C1CCF" e_lumo_ev=-3.1 homo_lumo_gap_ha=0.4061
C 2.26650 0.58366 1.35636 0.02 0.07 0.04 -0.0795
C 1.74431 1.25024 0.08690 0.10 -0.06 0.13 -0.1873
C 1.13737 0.30360 -0.94687 0.31 0.14 -0.05 -0.2953
C 2.13266 -0.70301 -1.50115 -0.16 -0.05 0.16 -0.0250
N -0.03974 -0.39889 -0.39244 -0.08 0.05 -0.11 0.0352
N -0.00107 -1.63684 0.14400 0.22 -0.19 0.31 0.1980
C -1.22875 -1.93268 0.59263 -0.18 -0.15 0.12 -0.3630
N -1.53132 -3.10632 1.21688 0.36 0.13 -0.22 0.1654
N -2.04719 -0.92934 0.32098 -0.46 -0.03 -0.08 0.2372
C -1.30971 -0.00531 -0.28902 0.03 0.09 -0.02 -0.2334
C -1.83307 1.29254 -0.77749 -0.04 0.00 0.07 -0.0585
C -2.88172 1.87684 0.17704 -0.01 0.06 -0.05 -0.1776
F -2.79864 3.25719 0.09935 -0.04 -0.18 -0.01 -0.0347
H 1.57694 -0.15835 1.76349 -0.06 0.00 0.00 0.0654
H 2.39670 1.33733 2.13077 0.07 -0.02 0.01 0.0853
H 3.23386 0.10919 1.20171 0.00 -0.08 -0.01 0.0800
H 1.01621 2.01859 0.34804 -0.08 0.01 -0.04 0.1114
H 2.57169 1.75875 -0.41056 -0.06 0.11 -0.03 0.1274
H 0.74325 0.90208 -1.76823 -0.07 -0.10 -0.03 0.1518
H 2.94594 -0.15635 -1.96973 0.04 -0.03 -0.08 0.1033
H 1.67059 -1.36166 -2.23441 0.04 0.01 -0.09 0.0962
H 2.56826 -1.31037 -0.70630 0.11 0.01 0.00 0.0788
H 0.83369 -2.19866 0.20532 0.11 0.09 -0.12 0.1814
H -1.13338 -3.32125 2.11211 0.05 -0.15 -0.03 0.1112
H -2.15192 -3.75860 0.77428 -0.27 0.07 0.19 0.1143
H -1.02891 2.02045 -0.87140 0.01 0.00 -0.05 0.1174
H -2.26697 1.12117 -1.76500 0.04 0.13 -0.05 0.1436
H -2.69756 1.57242 1.20760 0.04 0.07 0.01 0.1221
H -3.88801 1.57354 -0.10489 -0.02 0.02 0.03 0.1288



[4]
41
Properties=species:S:1:pos:R:3:forces:R:3:mulliken_spin:R:1 method="wB97M-V/def2-TZVPD" e_tot_ha=-13484.13362 homo_energy_ha="-0.0488 / -0.0469" total_charge=-2 multiplicity=3 e_lumo_ev="4.3 / 4.3" homo_lumo_gap_ha="0.2051 / 0.2032"
Ni 1.21594 0.77294 -0.23283 -0.16 -0.14 -0.32 1.7727
Br -2.56013 3.62025 -5.25632 -0.01 -0.01 0.00 0.0003
C -1.16578 3.26583 -4.01499 -0.01 0.00 -0.01 0.0003
C -0.17921 4.19607 -3.77334 0.02 0.02 0.00 0.0013
Br -0.18351 5.86434 -4.68457 0.00 0.00 0.00 0.0004
C 0.84149 3.91444 -2.84095 -0.01 -0.03 -0.02 0.0072
Br 2.23319 5.15293 -2.47569 -0.01 -0.01 0.00 0.0004
C 0.89700 2.71075 -2.13938 -0.08 -0.24 -0.01 -0.0062
O 1.79993 2.39924 -1.27696 0.02 -0.04 -0.03 0.0549
C -0.13914 1.71586 -2.41465 0.19 -0.02 0.04 -0.0040
O -0.05446 0.58614 -1.78782 -0.08 0.32 0.05 0.0541
C -1.13564 2.03395 -3.32755 0.00 -0.02 -0.03 0.0061
Br -2.46074 0.69482 -3.60494 0.02 0.01 0.00 0.0006
O 1.65053 2.98241 3.04703 0.00 0.02 0.06 0.0054
S 1.36089 1.85074 2.21601 0.14 -0.07 -0.17 -0.0038
O 0.24276 2.03818 1.27265 -0.16 0.09 0.23 0.0266
O 0.93868 0.68772 3.21097 0.03 -0.05 0.00 -0.0006
O 2.47758 1.28111 1.44080 0.02 -0.01 0.10 0.0340
N -4.21977 -2.52703 0.25500 0.01 0.00 0.00 0.0003
C -2.95056 -1.93942 0.36387 0.01 -0.01 0.00 -0.0019
C -2.68915 -0.96226 1.31688 0.03 0.00 0.00 0.0016
C -1.42622 -0.39775 1.37182 -0.04 -0.02 -0.02 0.0027
N -0.43117 -0.74797 0.56050 0.11 0.04 -0.02 0.0158
C -0.68032 -1.70402 -0.33349 0.00 0.01 0.01 0.0025
C -1.90390 -2.33313 -0.46105 0.01 0.01 0.00 0.0011
H -4.95786 -1.91602 0.56960 -0.02 0.01 0.01 -0.0001
H -4.41425 -2.85816 -0.67776 0.00 -0.02 -0.02 -0.0001
H -3.46595 -0.61751 1.98961 0.00 0.00 0.00 0.0004
H -1.20378 0.39119 2.07515 0.00 0.01 0.01 0.0011
H 0.13626 -1.94728 -1.00011 0.00 0.00 0.00 -0.0009
H -2.04861 -3.08489 -1.22770 -0.01 0.00 0.00 0.0002
N 2.82694 -4.02301 2.93030 -0.11 0.02 -0.07 -0.0001
C 2.46293 -2.82755 2.27299 0.04 -0.05 -0.01 0.0000
N 1.82022 -1.88949 2.89428 0.04 0.03 -0.02 -0.0004
N 2.84094 -2.84740 0.97443 -0.03 0.10 0.03 0.0002
C 2.57441 -1.81740 0.22676 0.10 0.04 -0.07 0.0081
N 2.39748 -0.95571 -0.53997 -0.03 -0.04 0.18 0.0185
H 3.04091 -3.89328 3.90504 0.02 0.02 0.04 0.0000
H 3.55878 -4.50385 2.43261 0.04 -0.02 -0.03 0.0000
H 1.64266 -2.17325 3.85374 -0.02 0.03 0.02 -0.0001
H 1.31063 -0.19251 2.89000 -0.08 -0.01 0.04 0.0017



[5]
70
Properties=species:S:1:pos:R:3:forces:R:3:lowdin_charge:R:1 method="wB97M-V/def2-TZVPD" e_tot_ha=-1974.15994 homo_energy_ha=-0.1724 total_charge=-1 e_lumo_ev=2.4 homo_lumo_gap_ha=0.2613
C 4.57045 0.36151 -1.16866 -0.31 0.27 0.30 -0.0796
N 4.86785 1.80655 -1.23194 0.49 -0.04 -0.68 -0.1697
C 6.27202 1.98005 -1.60799 0.07 -0.31 0.25 -0.1173
C 4.01767 2.46058 -2.19643 -0.35 -0.03 0.29 -0.5025
O 4.43474 2.71541 -3.30586 0.15 0.27 -0.06 0.0580
C 2.66412 2.84559 -1.70222 0.35 -0.30 0.17 -0.1497
P 1.12796 1.90437 -2.45385 -0.60 0.53 0.25 0.5843
O 0.08537 3.27292 -2.17691 0.17 -0.04 0.06 -0.3027
F 2.12353 0.50883 -2.71304 0.12 -0.03 -0.06 -0.3355
C 0.58118 1.27124 -0.74430 -0.51 -0.18 -0.13 -0.2566
C -0.91783 0.92801 -0.72684 0.00 -0.31 0.06 -0.2308
C -1.18884 -0.59163 -0.80653 -0.42 0.06 0.21 -0.1304
C -1.01357 -1.06964 -2.21543 0.07 -0.24 -0.04 -0.5555
O -1.83074 -0.92047 -3.08211 -0.04 0.02 -0.08 0.0963
O 0.18369 -1.68823 -2.44352 0.12 0.37 0.24 0.0593
C 1.56885 2.54503 -4.20126 0.23 -0.49 0.32 -0.2530
O 0.42862 2.44266 -5.09758 0.14 0.43 -0.37 -0.1472
N 0.01533 3.69612 -5.47155 0.54 -0.12 -0.03 -0.0841
O -0.41430 3.70326 -6.56921 -0.49 -0.08 0.11 0.0172
H 4.35048 -0.04130 -2.15975 0.12 -0.09 0.00 0.0827
H 3.70093 0.18312 -0.53736 -0.02 -0.06 -0.03 0.0753
H 5.43900 -0.14458 -0.74766 -0.06 -0.01 0.10 0.0745
H 6.56006 1.37292 -2.47464 -0.03 0.16 -0.12 0.0823
H 6.48710 3.02671 -1.80760 -0.02 -0.01 -0.08 0.0804
H 6.88140 1.65091 -0.76246 0.00 0.05 0.02 0.0750
H 2.53668 3.91065 -1.90186 -0.06 -0.04 -0.17 0.0893
H 2.66576 2.72685 -0.62070 -0.12 -0.03 0.00 0.0737
H 0.04930 1.16814 -3.06378 0.05 0.00 -0.08 0.0425
H 0.36664 4.02258 -2.70729 -0.09 -0.02 -0.09 0.0163
H 1.12541 0.35436 -0.50058 0.28 0.19 0.07 0.0710
H 0.75493 2.03354 0.01458 0.20 0.00 -0.04 0.0679
H -1.39607 1.27614 0.19217 0.13 0.11 0.03 0.0859
H -1.44815 1.40933 -1.55222 0.06 0.07 0.00 0.0981
H -0.54714 -1.12778 -0.10693 0.08 -0.06 -0.13 0.1072
H -2.22731 -0.78589 -0.52747 -0.01 -0.01 -0.06 0.1129
H 0.57532 -1.27841 -3.23061 -0.02 -0.16 -0.11 0.1061
H 2.32589 1.89975 -4.64282 -0.02 0.00 -0.05 0.0821
H 1.98215 3.55531 -4.22453 -0.22 0.08 0.00 0.0794
C -1.46905 -4.56824 -0.75120 0.00 0.08 -0.06 -0.0988
O -2.05258 -3.88456 0.34629 0.06 -0.14 0.09 -0.1975
C -3.40285 -4.22657 0.58283 0.04 0.17 -0.01 -0.2099
C -3.54809 -5.21343 1.72137 -0.09 -0.10 -0.01 -0.2085
O -2.96008 -6.46986 1.42529 0.04 0.03 -0.02 -0.1922
C -1.67257 -6.63698 1.98635 0.00 -0.01 -0.01 -0.1157
H -0.39196 -4.42453 -0.69060 -0.01 0.07 -0.01 0.0930
H -1.69066 -5.63844 -0.72413 -0.01 0.00 0.02 0.0824
H -1.82279 -4.14620 -1.69721 0.00 -0.03 -0.02 0.0921
H -3.86683 -4.62561 -0.32544 0.01 -0.03 0.01 0.1284
H -3.93055 -3.30577 0.85271 -0.03 -0.02 -0.01 0.1257
H -4.61291 -5.38891 1.90423 0.00 0.03 0.01 0.1225
H -3.11199 -4.79306 2.63405 0.01 0.01 -0.01 0.1249
H -1.73937 -6.83053 3.06343 0.02 0.03 0.01 0.0857
H -1.04244 -5.76077 1.81847 0.00 0.00 0.00 0.0840
H -1.21573 -7.49947 1.50314 -0.02 -0.02 0.01 0.0873
C -1.24129 2.32993 6.04453 0.00 -0.02 0.00 -0.1165
O -2.50365 1.92568 5.55118 0.05 0.00 -0.03 -0.1929
C -2.96468 2.71388 4.46490 -0.12 -0.04 0.08 -0.2076
C -2.71673 2.05294 3.12628 0.06 0.05 -0.16 -0.2101
O -1.33780 1.92240 2.84659 0.06 0.04 0.18 -0.1953
C -0.82148 0.62713 3.08875 -0.02 -0.05 -0.10 -0.1026
H -0.86832 1.52924 6.68184 -0.02 0.01 0.02 0.0868
H -0.52791 2.50112 5.23537 0.00 0.00 0.00 0.0844
H -1.33174 3.24430 6.64265 0.02 0.02 -0.02 0.0856
H -2.49515 3.70314 4.48311 0.02 -0.01 -0.01 0.1255
H -4.04269 2.84904 4.59772 0.00 0.02 -0.02 0.1224
H -3.15011 2.68075 2.34132 -0.03 -0.02 0.00 0.1285
H -3.21282 1.07670 3.09022 0.00 0.00 0.02 0.1277
H -1.13275 -0.06402 2.29771 0.00 -0.03 0.03 0.0806
H -1.14565 0.23689 4.05757 0.00 0.01 0.00 0.0829
H 0.26470 0.69922 3.07736 0.00 0.03 -0.05 0.0941



[6]
8
Properties=species:S:1:pos:R:3:forces:R:3:lowdin_charge:R:1 method="wB97M-V/def2-TZVPD" e_tot_ha=-571.55674 homo_energy_ha="-0.3798 / -0.3660" de_lowest_ev=4.279 total_charge=0 e_lumo_ev="-1.6 / -1.9" homo_lumo_gap_ha="0.3206 / 0.2948"
N -0.11590 0.91513 -1.64663 1.78 -1.63 3.63 -0.2359
O 0.69674 1.12812 -2.41574 0.44 0.62 -0.99 0.2557
O -1.21524 0.68285 -1.43073 -1.62 0.28 -0.66 0.2089
O 0.85014 0.45205 0.11917 0.13 2.17 -3.30 -0.3806
Si 0.08821 -0.47426 1.15954 -0.95 -0.35 -0.96 0.4201
H 1.15307 -1.12519 1.69685 2.28 -0.90 2.13 -0.0837
H -0.97106 0.06838 1.89520 -0.98 0.98 1.26 -0.0894
H -0.48597 -1.64707 0.62234 -1.08 -1.18 -1.10 -0.0952



What did the second record say?
4
Properties=species:S:1:pos:R:3:forces:R:3:lowdin_charge:R:1 method="wB97M-V/def2-TZVPD" e_tot_ha=-3015.69195 homo_energy_ha="-0.3786 / -0.3783" de_lowest_ev=4.625 total_charge=0 e_lumo_ev="-3.6 / -3.6" homo_lumo_gap_ha="0.2470 / 0.2467"
F -0.37681 -2.16272 -0.95634 -0.22 2.25 1.14 -0.5908
P -0.66215 0.33662 0.47992 2.09 -0.44 -2.16 0.5299
Br 1.47459 0.43847 1.14248 -1.52 -0.11 -0.45 0.1648
H -0.43564 1.38763 -0.66606 -0.35 -1.70 1.46 -0.1040